(1)
Density functional theory data (wB97M-V/def2-TZVPD) for an isolated ion of composition C2H4NO2 and charge +1.

- Energy above the lowest of the compared OMol25 structures with the same formula, charge and spin: 211.4 kJ/mol
- Kohn-Sham gap: 11.42 eV
- HOMO level: -0.587 Eh
- LUMO level: -4.558 eV

```
! wB97M-V def2-TZVPD RIJCOSX def2/J DEFGRID3
* xyz 1 1
N -0.151 -0.053 -0.131
C 1.095 -0.865 0.107
O 1.959 -0.670 -0.981
C 2.314 0.000 0.282
O 3.076 0.785 0.690
H 0.061 0.395 -1.114
H -0.112 0.712 0.568
H -1.133 -0.300 -0.423
H 1.006 -1.832 0.597
*
```

=====

(2)
Density functional theory data (wB97M-V/def2-TZVPD) for a 8-piece molecular cluster, C34H64BrN8O11 overall.

- Kohn-Sham gap: 6.55 eV
- HOMO level: -0.176 Eh
- LUMO level: 1.761 eV

```
! wB97M-V def2-TZVPD RIJCOSX def2/J DEFGRID3
* xyz -1 1
C 0.999 1.607 0.615
C -0.348 2.292 0.506
C -0.288 3.801 0.159
Br -0.875 4.876 1.681
C 1.057 4.215 -0.346
C 1.418 3.945 -1.598
C 0.558 3.208 -2.565
C 0.669 3.643 -4.023
C 0.252 2.494 -4.933
N 1.249 1.431 -5.060
C 2.773 4.351 -2.038
O 3.370 3.702 -2.869
C 3.360 5.541 -1.389
C 4.394 6.400 -2.097
O 4.106 7.603 -2.247
O 5.424 5.787 -2.395
C 2.983 5.803 -0.147
C 2.044 4.909 0.514
O 2.105 4.712 1.713
H 1.552 1.588 -0.307
H 1.548 2.066 1.429
H 0.836 0.569 0.884
H -0.959 1.767 -0.219
H -0.838 2.145 1.456
H -1.027 4.006 -0.591
H -0.487 3.230 -2.293
H 0.857 2.165 -2.509
H -0.035 4.440 -4.232
H 1.661 3.962 -4.297
H -0.619 2.044 -4.465
H -0.062 2.874 -5.895
H 1.100 0.762 -4.319
H 2.163 1.831 -4.877
H 3.381 6.622 0.417
C 0.043 -3.148 -0.255
C -0.396 -2.161 0.805
O -0.531 -0.966 0.593
N -0.631 -2.656 2.050
C -0.524 -4.031 2.497
H 0.200 -2.621 -1.191
H 0.985 -3.616 0.042
H -0.718 -3.918 -0.403
H -0.912 -1.955 2.717
H -1.488 -4.376 2.875
H 0.208 -4.105 3.304
H -0.218 -4.677 1.682
C 1.493 2.895 6.994
C 0.998 2.928 5.565
O 0.580 1.924 5.004
N 1.040 4.121 4.921
C 1.502 5.394 5.433
H 1.404 1.887 7.375
H 2.536 3.193 7.042
H 0.898 3.559 7.623
H 0.711 4.100 3.968
H 0.694 6.128 5.388
H 2.329 5.758 4.822
H 1.835 5.301 6.462
C 4.593 0.399 8.226
C 4.374 1.661 9.026
O 3.279 2.188 9.110
N 5.455 2.202 9.654
C 6.824 1.721 9.661
H 3.646 0.100 7.789
H 5.309 0.571 7.421
H 4.955 -0.407 8.866
H 5.242 3.041 10.167
H 7.139 1.511 10.685
H 7.488 2.481 9.246
H 6.918 0.815 9.073
C -4.289 -3.463 -1.115
C -3.552 -4.607 -1.771
O -2.729 -5.285 -1.169
N -3.825 -4.865 -3.072
C -4.748 -4.186 -3.973
H -3.965 -3.377 -0.083
H -4.074 -2.524 -1.624
H -5.365 -3.639 -1.128
H -3.295 -5.639 -3.440
H -5.483 -4.908 -4.337
H -4.190 -3.799 -4.826
H -5.264 -3.373 -3.476
C 3.571 -2.242 -2.555
C 2.981 -1.016 -1.897
O 1.776 -0.790 -1.905
N 3.831 -0.156 -1.294
C 5.275 -0.239 -1.186
H 2.763 -2.821 -2.991
H 4.265 -1.957 -3.346
H 4.092 -2.861 -1.822
H 3.371 0.641 -0.879
H 5.566 -0.258 -0.134
H 5.729 0.636 -1.653
H 5.650 -1.133 -1.672
C -1.097 -3.675 -6.039
C -2.118 -2.958 -6.891
O -3.324 -3.106 -6.728
N -1.652 -2.134 -7.857
C -0.271 -1.834 -8.198
H -1.621 -4.291 -5.314
H -0.464 -4.316 -6.653
H -0.474 -2.958 -5.502
H -2.382 -1.687 -8.389
H -0.087 -0.769 -8.091
H -0.079 -2.116 -9.235
H 0.415 -2.370 -7.553
C -8.445 -4.244 -1.479
C -8.913 -3.270 -0.422
O -9.031 -2.079 -0.647
N -9.203 -3.776 0.809
C -9.121 -5.153 1.258
H -8.254 -3.697 -2.396
H -7.524 -4.735 -1.164
H -9.210 -4.996 -1.675
H -9.507 -3.077 1.467
H -10.102 -5.494 1.594
H -8.425 -5.232 2.094
H -8.781 -5.801 0.458
*
```

=====

(3)
Density functional theory data (wB97M-V/def2-TZVPD) for a 2-piece molecular cluster, C5H10NP overall.

- Energy above the lowest of the compared OMol25 structures with the same formula, charge and spin: 281.6 kJ/mol
- Kohn-Sham gap: 9.48 eV
- HOMO level: -0.316 Eh
- LUMO level: 0.879 eV

```
! wB97M-V def2-TZVPD RIJCOSX def2/J DEFGRID3
* xyz 0 1
C 1.235 0.580 -1.321
C 0.817 0.430 0.149
C 1.368 -0.640 0.908
N -0.219 1.026 0.596
P -1.160 2.322 0.289
H 0.583 -0.145 -1.849
H 0.928 1.576 -1.680
H 2.266 0.532 -1.619
H 2.382 -0.435 1.274
H 1.479 -1.466 0.149
H 0.881 -0.796 1.886
H -1.783 2.272 -0.981
H -2.264 1.670 0.895
C -1.630 -1.937 -0.279
C -1.797 -1.586 0.872
H -1.132 -1.827 -1.209
H -1.952 -1.574 1.920
*
```

=====

(4)
Density functional theory data (wB97M-V/def2-TZVPD) for C29H28Cl5F5N3O3SSn as an isolated structure.

- Energy above the lowest of the compared OMol25 structures with the same formula, charge and spin: 63.6 kJ/mol
- Kohn-Sham gap: 7.01 eV
- HOMO level: -0.173 Eh
- LUMO level: 2.303 eV

```
! wB97M-V def2-TZVPD RIJCOSX def2/J DEFGRID3
* xyz -1 1
Sn 2.094 -14.914 10.599
C 3.006 -22.019 12.250
N 4.036 -20.976 12.409
C 3.812 -20.182 13.599
C 4.941 -20.827 11.399
O 4.809 -21.446 10.342
C 6.149 -19.969 11.425
O 6.007 -18.706 12.041
C 5.558 -17.820 11.034
C 6.724 -17.282 10.195
O 7.852 -17.548 10.578
N 6.521 -16.453 9.127
C 7.684 -15.847 8.535
C 5.382 -16.748 8.253
H 3.243 -22.751 11.493
H 2.007 -21.589 12.013
H 2.897 -22.498 13.222
H 2.829 -19.689 13.498
H 4.607 -19.451 13.614
H 3.693 -20.784 14.462
H 6.438 -19.914 10.417
H 6.890 -20.456 12.023
H 5.045 -16.994 11.557
H 4.831 -18.311 10.410
H 8.162 -16.512 7.839
H 8.382 -15.782 9.425
H 7.403 -14.974 7.869
H 4.897 -17.671 8.596
H 5.768 -17.011 7.249
H 4.701 -15.905 8.174
F 6.285 -11.392 6.163
C 5.153 -11.699 6.825
C 5.163 -11.916 8.148
F 6.270 -11.878 8.860
C 3.987 -12.402 8.727
F 4.076 -12.592 10.044
C 2.809 -12.630 8.167
S 1.304 -13.191 8.845
C 2.856 -12.303 6.778
F 1.699 -12.298 6.083
C 3.978 -11.918 6.134
F 3.999 -11.557 4.859
Cl 2.093 -17.830 8.704
C 0.507 -17.205 8.929
C 0.302 -16.068 9.709
C -1.029 -15.583 9.710
Cl -1.495 -14.169 10.645
C -2.042 -16.204 9.003
Cl -3.685 -15.539 9.022
C -1.765 -17.337 8.220
Cl -2.941 -18.079 7.248
C -0.477 -17.782 8.180
Cl -0.052 -19.079 7.030
C 3.382 -12.069 13.585
N 2.316 -11.225 13.015
C 1.777 -10.372 14.099
C 1.335 -12.035 12.376
C 0.820 -13.285 13.104
C 0.149 -13.246 14.339
C -0.266 -14.377 14.983
C 0.039 -15.597 14.457
C 0.646 -15.668 13.224
C 1.110 -14.563 12.507
H 4.181 -11.439 13.921
H 3.888 -12.663 12.832
H 3.061 -12.774 14.321
H 2.494 -9.649 14.481
H 1.484 -10.946 14.975
H 0.872 -9.719 13.678
H 1.699 -12.432 11.467
H 0.438 -11.386 12.139
H -0.089 -12.236 14.700
H -0.793 -14.260 15.910
H -0.289 -16.568 14.817
H 0.943 -16.620 12.842
*
```

=====

(5)
Density functional theory data (wB97M-V/def2-TZVPD) for a 4-piece molecular cluster, C2H10NO5 overall.

- Energy above the lowest of the compared OMol25 structures with the same formula, charge and spin: 20.9 kJ/mol
- Kohn-Sham gap: 9.08 eV
- HOMO level: -0.197 Eh
- LUMO level: 3.734 eV

```
! wB97M-V def2-TZVPD RIJCOSX def2/J DEFGRID3
* xyz -1 1
C 2.068 1.173 0.869
N 1.142 0.656 -0.109
C 0.315 -0.489 0.184
O -0.227 -0.977 -0.845
O 0.293 -0.878 1.358
H 3.088 0.825 0.624
H 1.731 0.871 1.834
H 2.201 2.242 0.731
H 1.294 0.718 -1.099
H -0.938 -2.676 -0.371
H -0.323 -3.901 0.350
O -0.885 -3.653 -0.384
H -2.130 -0.935 -1.490
H -2.441 0.551 -1.704
O -2.839 -0.321 -1.736
H -0.344 2.279 -0.023
H -1.038 1.878 1.202
O -0.968 2.640 0.610
*
```

=====

(6)
Density functional theory data (wB97M-V/def2-TZVPD) for C40H29Br2IN5O5V as an isolated structure.

- Energy above the lowest of the compared OMol25 structures with the same formula, charge and spin: 6.9 kJ/mol
- Kohn-Sham gap (alpha / beta): 5.18 / 6.42 eV
- HOMO level (alpha / beta): -0.133 / -0.184 Eh
- Expectation value of S²: 3.7952
- LUMO level (alpha / beta): 1.545 / 1.413 eV

```
! wB97M-V def2-TZVPD RIJCOSX def2/J DEFGRID3
* xyz -1 4
V -0.315 0.167 -0.982
C -4.313 -1.424 -1.310
C -4.328 0.067 -1.394
N -5.431 0.705 -1.722
C -5.402 2.041 -1.871
C -4.264 2.806 -1.759
C -4.335 4.277 -2.064
O -4.222 4.552 -3.457
C -3.060 2.144 -1.419
C -1.781 2.843 -1.386
N -0.642 2.279 -1.176
C 0.552 3.050 -1.146
C 0.634 4.412 -0.906
C 1.875 5.033 -0.850
C 3.031 4.286 -1.024
C 2.967 2.917 -1.255
C 1.725 2.322 -1.312
I -0.809 0.074 -3.765
C -3.116 0.768 -1.163
O -2.054 0.119 -0.766
H -5.327 -1.805 -1.414
H -3.878 -1.760 -0.370
H -3.683 -1.823 -2.109
H -6.344 2.513 -2.121
H -3.572 4.835 -1.510
H -5.305 4.673 -1.758
H -3.544 3.969 -3.822
H -1.801 3.912 -1.597
H -0.263 4.989 -0.729
H 1.934 6.093 -0.652
H 3.999 4.766 -0.961
H 3.859 2.322 -1.381
C -2.368 2.406 1.962
O -1.195 1.713 1.615
C -0.504 1.119 2.637
C -0.875 1.270 3.967
C -0.147 0.664 4.987
C 0.958 -0.098 4.660
C 1.329 -0.246 3.333
C 0.623 0.349 2.285
N 1.000 0.198 0.938
N 2.149 -0.464 0.886
C 2.843 -0.557 -0.274
C 2.643 0.121 -1.467
O 1.534 0.979 -1.527
C 3.427 -0.005 -2.612
C 4.526 -0.819 -2.584
C 4.829 -1.545 -1.399
C 5.956 -2.401 -1.342
C 6.227 -3.139 -0.225
C 5.372 -3.062 0.891
C 4.283 -2.235 0.868
C 3.993 -1.444 -0.266
H -2.157 3.248 2.628
H -3.094 1.742 2.440
H -2.796 2.785 1.038
H -1.738 1.863 4.226
H -0.450 0.801 6.017
H 1.534 -0.591 5.432
H 2.188 -0.846 3.073
H 3.136 0.536 -3.503
H 5.148 -0.939 -3.460
H 6.596 -2.468 -2.212
H 7.092 -3.790 -0.201
H 5.574 -3.666 1.766
H 3.611 -2.175 1.711
Br 1.635 -3.751 -2.752
C 0.566 -3.955 -1.214
C 0.290 -5.256 -0.762
C -0.505 -5.453 0.328
Br -0.882 -7.237 0.877
C -1.042 -4.353 1.041
C -1.858 -4.460 2.190
C -2.275 -3.332 2.832
C -1.870 -2.077 2.328
N -1.150 -1.940 1.250
C -0.741 -3.048 0.589
C 0.036 -2.830 -0.600
O 0.234 -1.644 -1.055
H 0.710 -6.096 -1.295
H -2.136 -5.442 2.550
H -2.901 -3.388 3.712
H -2.149 -1.164 2.843
*
```

=====

(7)
Density functional theory data (wB97M-V/def2-TZVPD) for a 8-piece molecular cluster, C32H76Cl8N4 overall.

- Energy above the lowest of the compared OMol25 structures with the same formula, charge and spin: 1759.6 kJ/mol
- Kohn-Sham gap: 8.30 eV
- HOMO level: -0.294 Eh
- LUMO level: 0.315 eV

```
! wB97M-V def2-TZVPD RIJCOSX def2/J DEFGRID3
* xyz 0 1
C -0.040 5.659 -3.496
C 0.751 4.877 -2.454
N 2.133 5.450 -2.205
C 2.232 6.815 -1.827
C 1.167 7.423 -1.112
C 2.911 4.438 -1.522
C 3.560 3.358 -2.293
H 0.163 6.808 -3.395
H -0.933 5.406 -3.465
H 0.270 5.455 -4.417
H 0.935 3.857 -2.963
H 0.146 4.624 -1.540
H 2.307 7.205 -2.852
H 3.296 7.379 -1.670
H 0.210 6.973 -1.028
H 1.013 8.526 -1.542
H 1.497 7.442 0.042
H 2.440 4.147 -0.513
H 3.654 5.088 -1.075
H 2.857 2.760 -2.710
H 4.173 2.785 -1.616
H 4.274 3.693 -3.047
C -2.961 3.490 4.999
C -2.440 2.132 4.316
N -1.200 2.434 3.562
C -0.129 1.607 3.764
C -0.256 0.238 3.694
C -1.645 2.517 2.145
C -0.367 2.933 1.261
H -3.254 4.220 4.194
H -2.084 4.075 5.346
H -3.492 3.127 5.979
H -3.246 1.525 3.831
H -2.181 1.653 5.155
H 0.104 1.633 4.881
H 0.926 1.800 3.589
H -1.023 -0.472 3.767
H 0.411 -0.102 4.489
H 0.036 -0.173 2.761
H -2.397 3.095 2.097
H -2.148 1.566 1.763
H 0.291 2.076 1.191
H -0.019 3.885 1.671
H -0.827 3.231 0.158
C 3.975 -2.120 -2.122
C 4.529 -2.701 -0.773
N 3.802 -2.051 0.393
C 3.521 -2.926 1.510
C 4.387 -3.965 1.803
C 4.563 -0.933 0.746
C 3.669 0.354 0.911
H 4.325 -1.180 -2.317
H 2.915 -2.170 -2.297
H 4.203 -2.790 -2.849
H 5.459 -2.698 -0.679
H 4.124 -3.800 -0.805
H 2.588 -3.435 1.181
H 3.227 -2.469 2.362
H 5.215 -4.345 1.367
H 3.972 -4.698 2.074
H 4.862 -3.803 2.868
H 5.412 -0.514 -0.145
H 5.416 -1.111 1.583
H 4.387 1.131 1.317
H 2.646 0.272 1.436
H 3.302 0.918 0.182
C -0.422 -2.839 -0.232
C -1.244 -1.606 -0.419
N -0.771 -0.830 -1.616
C -1.762 -0.092 -2.313
C -2.824 0.546 -1.562
C 0.472 -0.118 -1.421
C 1.163 0.433 -2.675
H -0.431 -3.297 -1.259
H -0.908 -3.609 0.425
H 0.609 -2.573 0.392
H -0.985 -0.952 0.375
H -2.375 -1.848 -0.323
H -2.270 -0.912 -2.812
H -1.498 0.465 -3.378
H -3.350 0.234 -0.464
H -3.465 0.887 -2.171
H -2.231 1.438 -1.217
H 1.256 -0.719 -0.843
H 0.288 0.718 -0.775
H 0.769 0.973 -3.319
H 1.159 -0.426 -3.472
H 2.318 0.683 -2.631
Cl -7.687 0.718 -1.261
C -7.269 -0.415 -2.572
C -6.297 -1.475 -2.177
Cl -6.874 -2.520 -0.783
H -6.913 0.121 -3.527
H -8.118 -0.960 -2.979
H -5.461 -0.927 -1.651
H -5.826 -2.200 -2.968
Cl 1.223 -3.644 -5.331
C -0.082 -2.910 -4.265
C -1.240 -3.808 -4.089
Cl -2.085 -4.110 -5.739
H -0.373 -1.790 -4.658
H 0.538 -2.948 -3.258
H -1.905 -3.465 -3.246
H -0.876 -4.832 -3.668
Cl -4.278 -3.333 4.581
C -3.357 -3.281 3.128
C -4.162 -4.071 1.930
Cl -4.766 -5.658 2.650
H -2.346 -3.804 3.262
H -3.228 -2.246 2.811
H -3.498 -4.287 1.141
H -5.015 -3.423 1.759
Cl 0.568 -3.327 4.187
C 0.597 -5.174 4.148
C 0.803 -5.668 2.647
Cl -0.804 -6.139 1.909
H -0.347 -5.735 4.601
H 1.360 -5.402 4.912
H 1.413 -6.603 2.625
H 1.193 -4.863 1.927
*
```

=====

(8)
Density functional theory data (wB97M-V/def2-TZVPD) for one molecule with the formula C3H3NO3.

- Energy above the lowest of the compared OMol25 structures with the same formula, charge and spin: 442.0 kJ/mol
- Kohn-Sham gap: 9.93 eV
- HOMO level: -0.399 Eh
- LUMO level: -0.932 eV

```
! wB97M-V def2-TZVPD RIJCOSX def2/J DEFGRID3
* xyz 0 1
O 2.513 0.017 -0.453
C 1.254 0.108 -0.179
C 0.324 1.177 0.072
N -0.923 1.283 -0.293
O -1.443 -0.028 -0.729
C -0.807 -1.083 0.127
O 0.575 -1.025 -0.221
H 0.542 2.274 0.635
H -1.195 -2.128 -0.005
H -0.840 -0.595 1.047
*
```

=====

(9)
Density functional theory data (wB97M-V/def2-TZVPD) for C6H14N3O6P2S5SbY as an isolated structure.

- Energy above the lowest of the compared OMol25 structures with the same formula, charge and spin: 41.2 kJ/mol
- Kohn-Sham gap: 6.99 eV
- HOMO level: -0.175 Eh
- LUMO level: 2.220 eV

```
! wB97M-V def2-TZVPD RIJCOSX def2/J DEFGRID3
* xyz -1 1
Y 0.120 -0.479 -0.294
S -0.370 -2.723 1.248
Sb 0.698 -3.531 -0.711
S -0.591 -2.343 -2.317
S 2.525 -2.030 -0.654
S 0.990 -5.740 -0.979
N 3.517 1.071 -0.941
C 2.629 2.249 -0.594
C 3.406 3.539 -0.786
P 1.051 2.077 -1.524
O 1.138 3.243 -2.621
O 1.116 0.695 -2.115
O -0.126 2.251 -0.607
P 2.251 1.916 1.208
O 1.316 3.147 1.604
O 3.558 1.948 1.892
O 1.436 0.642 1.150
H 3.950 1.171 -1.857
H 2.991 0.162 -0.959
H 4.233 0.998 -0.209
H 3.699 3.685 -1.827
H 4.286 3.540 -0.140
H 2.778 4.379 -0.494
H 0.258 3.481 -2.938
H 0.477 3.038 1.114
C -3.933 -1.049 2.644
N -3.816 -1.824 1.426
C -4.127 -3.166 1.283
C -3.722 -3.533 0.051
N -3.194 -2.415 -0.550
C -3.208 -1.386 0.307
S -2.600 0.201 0.061
H -4.600 -1.575 3.324
H -4.334 -0.065 2.416
H -2.951 -0.933 3.102
H -4.585 -3.728 2.076
H -3.734 -4.490 -0.437
H -2.532 -2.426 -1.352
*
```

=====

(10)
Density functional theory data (wB97M-V/def2-TZVPD) for CH4O2S as an isolated structure.

- Energy above the lowest of the compared OMol25 structures with the same formula, charge and spin: 300.2 kJ/mol
- Kohn-Sham gap: 10.00 eV
- HOMO level: -0.393 Eh
- LUMO level: -0.706 eV

```
! wB97M-V def2-TZVPD RIJCOSX def2/J DEFGRID3
* xyz 0 1
C -0.627 -0.186 0.820
O 0.440 -0.910 -1.697
O 0.075 1.488 -1.388
S 0.445 0.211 -0.789
H -0.100 0.119 1.700
H -1.620 0.220 0.855
H -0.799 -1.215 1.050
H 2.186 0.274 -0.552
*
```

=====

Number 1: calculated total energy -283.4756 Ha. Number 2: calculated total energy -5173.7767 Ha. Number 3: calculated total energy -592.4722 Ha. Number 4: calculated total energy -4924.6046 Ha. Number 5: calculated total energy -513.2647 Ha. Number 6: calculated total energy -8581.5762 Ha. Number 7: calculated total energy -5164.6367 Ha. Number 8: calculated total energy -396.4561 Ha. Number 9: calculated total energy -3805.5803 Ha. Number 10: calculated total energy -589.0536 Ha.